[1]
Formula: C20H45F3N8O3P2
Source: OMol25
Level of theory: the ωB97M-V functional and the def2-TZVPD basis

XYZ file:
```
81
Properties=species:S:1:pos:R:3:mulliken_charge:R:1
N 1.834 -1.966 0.326 -0.316
C 2.861 -1.758 0.739 0.072
C 4.279 -1.339 1.025 -0.726
C 4.803 -0.392 -0.114 0.510
C 3.708 0.556 -0.487 -0.174
N 2.886 1.193 -0.915 -0.348
C 6.160 0.284 0.246 -1.057
C 6.087 1.794 0.502 -0.529
O 5.458 2.111 1.743 -0.259
C 5.953 3.282 2.334 -0.690
C 4.828 4.256 2.737 0.845
F 3.805 3.633 3.303 -0.246
F 5.321 5.139 3.621 -0.280
F 4.373 4.981 1.716 -0.265
H 4.859 -2.278 1.022 0.374
H 4.371 -0.862 2.013 0.322
H 4.998 -1.065 -0.966 0.457
H 6.851 0.109 -0.597 0.411
H 6.623 -0.167 1.144 0.296
H 5.576 2.360 -0.305 0.348
H 7.133 2.170 0.492 0.529
H 6.654 3.863 1.713 0.364
H 6.464 3.027 3.285 0.300
C -2.635 0.292 4.313 -0.846
N -1.574 -0.686 4.380 0.066
C -0.292 -0.042 4.110 -1.146
P -1.627 -2.326 3.868 0.891
O -0.772 -2.882 5.002 -0.845
N -3.080 -3.154 4.375 0.151
C -3.880 -2.626 5.471 -1.108
C -2.857 -4.583 4.605 -1.133
N -2.416 -1.883 2.322 0.088
C -3.844 -1.970 2.075 -0.856
C -1.702 -2.516 1.194 -0.824
H -2.800 0.674 3.295 0.306
H -2.391 1.148 4.948 0.370
H -3.581 -0.084 4.696 0.168
H -0.206 0.251 3.054 0.348
H 0.536 -0.716 4.341 0.318
H -0.158 0.845 4.732 0.352
H -3.269 -2.330 6.333 0.320
H -4.610 -3.364 5.809 0.382
H -4.483 -1.776 5.147 0.265
H -2.401 -4.781 5.580 0.339
H -2.198 -5.001 3.840 0.363
H -3.805 -5.125 4.546 0.349
H -4.221 -2.996 2.079 0.285
H -4.059 -1.539 1.091 0.364
H -4.417 -1.379 2.787 0.252
H -1.874 -3.600 1.167 0.324
H -0.624 -2.349 1.291 0.257
H -2.005 -2.085 0.238 0.244
C -1.558 -0.741 -2.915 -0.791
N -0.565 0.208 -3.358 0.147
C 0.222 0.669 -2.214 -1.086
P -0.722 1.394 -4.588 0.848
O 0.696 1.263 -5.134 -0.824
N -1.482 0.781 -6.037 0.190
C -1.527 -0.653 -6.289 -1.111
C -1.004 1.454 -7.247 -1.134
N -2.324 1.916 -3.970 -0.024
C -3.594 1.473 -4.515 -0.885
C -2.359 3.386 -3.831 -1.083
H -2.340 -0.281 -2.292 0.296
H -1.082 -1.524 -2.319 0.394
H -2.040 -1.264 -3.738 0.072
H -0.375 1.318 -1.557 0.319
H 1.092 1.234 -2.542 0.480
H 0.599 -0.171 -1.627 0.172
H -0.561 -1.142 -6.108 0.319
H -1.822 -0.855 -7.321 0.376
H -2.296 -1.137 -5.686 0.279
H -0.038 1.065 -7.585 0.336
H -0.887 2.527 -7.073 0.366
H -1.731 1.335 -8.055 0.354
H -3.771 1.822 -5.536 0.285
H -4.403 1.860 -3.886 0.403
H -3.693 0.389 -4.489 0.249
H -2.388 3.883 -4.808 0.351
H -1.466 3.735 -3.302 0.354
H -3.223 3.708 -3.245 0.366
```

Orbital gap, Ha: 0.281
Net charge: 0
Structure (SMILES): N#CC[C@@H](C#N)CCOCC(F)(F)F.CN(C)P(=O)(N(C)C)N(C)C.CN(C)P(=O)(N(C)C)N(C)C
Largest force on an atom, eV Å⁻¹: 7.3
E, hartree: -2434.916087

---

[2]
Formula: C20H45HgNO9S2
Source: OMol25
Level of theory: the ωB97M-V functional and the def2-TZVPD basis

XYZ file:
```
78
Properties=species:S:1:pos:R:3:mulliken_spin:R:1
Hg -0.422 -0.357 0.865 0.025
C -2.743 -1.771 4.055 0.000
C -1.862 -1.394 2.935 0.000
O -1.021 -0.512 3.114 0.001
O -2.410 -1.396 1.827 0.001
H -2.372 -1.556 5.057 0.000
H -2.813 -2.858 4.067 0.000
H -3.689 -1.239 3.956 0.000
C 1.338 1.310 -3.317 0.159
C 1.853 0.942 -1.861 -0.046
C 2.692 2.199 -1.382 -0.016
O 0.967 0.497 -0.873 0.799
H 0.690 2.183 -3.234 0.008
H 0.863 0.476 -3.832 -0.009
H 2.266 1.555 -3.834 -0.012
H 2.488 0.101 -2.139 0.070
H 3.414 2.596 -2.096 0.000
H 3.105 1.821 -0.447 0.006
H 2.023 3.007 -1.086 0.001
C -3.266 3.438 0.676 0.000
C -1.797 2.975 0.484 0.004
C -0.892 3.866 1.302 -0.001
O -1.595 1.684 1.032 -0.006
H -3.345 4.295 0.008 0.000
H -3.533 3.773 1.678 0.000
H -3.920 2.615 0.389 0.000
H -1.629 2.933 -0.592 0.002
H -1.334 4.326 2.186 0.000
H -0.742 4.766 0.705 0.000
H -0.035 3.342 1.724 0.000
H -2.480 1.564 1.382 0.000
C 2.544 -2.833 -0.899 0.005
C 1.081 -3.109 -0.358 0.001
C 0.715 -4.570 -0.505 0.000
O 0.979 -5.232 -1.724 0.000
C -0.026 -5.004 -2.700 0.000
N 0.972 -2.721 1.058 0.001
H 2.860 -1.832 -0.607 0.001
H 2.482 -2.863 -1.987 0.000
H 3.334 -3.539 -0.640 0.000
H 0.598 -2.575 -1.177 -0.005
H -0.324 -4.726 -0.212 0.000
H 1.323 -5.104 0.226 0.000
H -0.295 -4.010 -3.057 0.000
H -0.881 -5.513 -2.254 0.000
H 0.143 -5.583 -3.608 0.000
H 0.877 -3.528 1.659 0.000
H 1.906 -2.395 1.262 0.000
C 2.791 2.430 4.763 0.000
C 3.368 3.197 3.587 0.000
C 3.338 2.330 2.285 0.000
S 2.737 0.651 2.797 -0.001
O 3.922 -0.013 3.297 0.000
O 1.700 0.003 1.945 0.005
C 1.905 1.174 4.331 0.000
H 2.375 3.066 5.544 0.000
H 3.670 2.013 5.254 0.000
H 4.385 3.549 3.753 0.000
H 2.734 4.078 3.487 0.000
H 4.315 2.321 1.801 0.000
H 2.680 2.833 1.576 0.000
H 1.703 0.327 4.986 0.000
H 0.948 1.527 3.949 0.000
C -2.448 -0.231 -4.612 0.000
C -3.348 0.570 -3.631 0.000
C -3.806 -0.431 -2.522 0.000
S -2.369 -1.660 -2.284 0.004
O -2.979 -3.020 -2.280 0.000
O -1.481 -1.196 -1.118 0.005
C -1.577 -1.325 -3.948 0.000
H -1.691 0.318 -5.172 0.000
H -3.117 -0.610 -5.384 0.000
H -4.140 1.186 -4.059 0.000
H -2.769 1.386 -3.198 0.000
H -4.558 -1.128 -2.891 0.000
H -4.076 -0.059 -1.533 0.000
H -1.689 -2.316 -4.388 0.000
H -0.609 -1.012 -3.556 -0.003
```

<S²>: 0.755
Orbital gap (alpha / beta), Ha: 0.328 / 0.221
Net charge: +1
Largest force on an atom, eV Å⁻¹: 4.7
E, hartree: -2470.278771
Spin multiplicity: 2

---

[3]
Formula: C20H45NO13P
Source: OMol25
Level of theory: the ωB97M-V functional and the def2-TZVPD basis

XYZ file:
```
80
Properties=species:S:1:pos:R:3:mulliken_charge:R:1
C 3.740 -4.428 0.715 -1.068
C 3.234 -4.227 -0.718 -0.861
C 2.211 -3.114 -0.935 -1.290
C 0.918 -3.179 -0.107 0.713
N 1.148 -2.727 1.271 0.622
P 1.617 -1.201 1.606 0.430
O 0.947 -0.090 0.931 -0.619
O 1.372 -1.073 3.214 -0.596
O 3.215 -1.066 1.452 -0.515
O -0.002 -2.389 -0.830 -0.407
C -1.380 -2.555 -0.614 -1.119
C -1.906 -2.115 0.748 1.624
C -3.311 -1.518 0.540 -1.695
O -2.004 -3.212 1.646 -0.555
C 0.492 -4.694 -0.009 0.307
O 0.264 -5.228 -1.104 -0.791
O 0.447 -5.194 1.124 -0.767
H 4.186 -3.487 1.047 0.064
H 2.950 -4.733 1.393 0.290
H 4.555 -5.153 0.697 0.441
H 4.120 -3.934 -1.296 0.460
H 2.902 -5.162 -1.161 0.415
H 1.852 -3.208 -1.959 0.255
H 2.679 -2.129 -0.865 0.575
H 0.444 -3.094 1.905 0.563
H 2.085 -1.514 3.690 0.280
H 3.672 -1.361 2.245 0.248
H -1.850 -1.868 -1.320 0.513
H -1.738 -3.552 -0.885 0.355
H -1.281 -1.307 1.140 -0.519
H -3.852 -2.185 -0.138 0.424
H -3.880 -1.479 1.468 0.461
H -3.268 -0.548 0.047 0.362
H -2.512 -2.910 2.404 0.368
C 1.196 0.907 -1.965 -0.556
O 2.312 0.595 -2.788 -0.235
C 1.947 -0.041 -3.994 -0.358
C 2.850 0.377 -5.132 -0.503
O 2.618 1.694 -5.618 -0.456
C 3.045 2.783 -4.819 -0.278
C 4.544 2.977 -4.763 -0.585
O 5.158 2.037 -3.900 -0.210
C 6.470 1.705 -4.279 -0.811
H 0.732 0.002 -1.572 -0.011
H 1.556 1.501 -1.129 0.246
H 0.457 1.498 -2.525 0.485
H 0.908 0.192 -4.256 0.399
H 2.033 -1.128 -3.859 0.228
H 2.629 -0.276 -5.980 0.406
H 3.900 0.229 -4.874 0.164
H 2.621 2.732 -3.814 0.096
H 2.626 3.667 -5.308 0.401
H 4.754 3.986 -4.379 0.385
H 4.953 2.892 -5.778 0.351
H 6.510 1.371 -5.324 0.348
H 6.797 0.885 -3.642 0.235
H 7.152 2.554 -4.144 0.321
C -6.961 2.312 4.908 -0.818
O -6.008 2.047 3.909 -0.235
C -6.290 2.685 2.674 -0.589
C -5.027 3.122 1.968 -0.168
O -4.397 4.261 2.534 -0.466
C -3.692 4.098 3.755 -0.367
C -2.403 3.315 3.635 -0.529
O -2.662 1.932 3.523 -0.336
C -1.680 1.243 2.766 -0.707
H -7.926 1.844 4.676 0.320
H -6.583 1.897 5.841 0.230
H -7.106 3.391 5.041 0.357
H -6.933 3.558 2.832 0.353
H -6.821 1.971 2.030 0.379
H -5.316 3.434 0.961 0.415
H -4.327 2.292 1.861 0.010
H -4.332 3.677 4.533 0.136
H -3.430 5.114 4.061 0.407
H -1.801 3.488 4.539 0.388
H -1.845 3.676 2.764 0.324
H -1.539 1.705 1.784 0.350
H -2.032 0.225 2.614 0.076
H -0.723 1.210 3.294 0.443
```

Orbital gap, Ha: 0.265
Net charge: -1
Largest force on an atom, eV Å⁻¹: 1.2
E, hartree: -2163.344310

---

[4]
Formula: C20H46AlBrFO10P2
Source: OMol25
Level of theory: the ωB97M-V functional and the def2-TZVPD basis

XYZ file:
```
81
Properties=species:S:1:pos:R:3:mulliken_charge:R:1
F 1.765 4.168 7.293 -0.346
C 1.963 3.542 6.027 -0.323
C 0.563 2.980 5.529 -0.658
C 0.500 2.915 3.954 0.045
C -0.963 2.587 3.368 0.360
C -2.145 2.512 4.456 -0.713
O -2.531 3.783 4.997 -0.587
Al -2.216 4.832 3.470 0.623
C -1.497 6.733 3.767 -0.831
C 0.075 6.828 3.985 0.042
C 0.796 7.348 2.667 -0.611
Br 1.664 5.895 1.638 -0.217
O -1.200 3.656 2.417 -0.704
H 2.738 2.744 6.113 0.303
H 2.260 4.372 5.323 0.194
H 0.391 1.928 5.909 0.399
H -0.230 3.622 5.997 0.262
H 1.259 2.157 3.603 0.318
H 0.820 3.902 3.536 -0.391
H -0.781 1.590 2.858 0.328
H -2.951 1.972 3.870 0.333
H -1.817 1.752 5.218 0.373
H -3.679 5.040 2.819 -0.480
H -2.009 7.126 4.692 0.268
H -1.779 7.342 2.864 0.209
H 0.245 7.650 4.749 0.358
H 0.551 5.912 4.412 -0.198
H 0.078 7.852 1.977 0.340
H 1.590 8.084 2.961 0.336
O 0.708 0.703 -4.245 -0.827
P 0.757 1.155 -2.787 1.089
O 2.182 2.028 -2.837 -0.374
C 2.458 2.929 -3.903 -0.300
C 1.954 4.333 -3.616 -0.985
O 1.319 -0.252 -2.122 -0.328
C 1.265 -1.475 -2.849 -0.061
C 2.530 -1.685 -3.664 -1.050
O 0.474 1.635 -1.191 -0.273
C 0.448 2.982 -0.755 0.403
C -0.794 3.715 -1.213 -1.143
H 2.047 2.575 -4.850 0.319
H 3.545 2.957 -4.018 0.317
H 0.870 4.341 -3.494 0.187
H 2.209 5.007 -4.437 0.412
H 2.400 4.732 -2.703 0.253
H 0.372 -1.513 -3.474 0.322
H 1.169 -2.285 -2.121 0.096
H 2.817 -0.794 -4.222 0.300
H 2.399 -2.510 -4.367 0.315
H 3.368 -1.920 -3.003 0.295
H 1.364 3.500 -1.034 0.080
H 0.449 2.956 0.340 -0.079
H -0.974 3.571 -2.284 0.453
H -0.704 4.783 -1.004 0.289
H -1.672 3.340 -0.684 0.261
O -0.946 -8.237 -3.140 -0.781
P -0.384 -7.011 -2.424 1.013
O -1.865 -6.541 -1.809 -0.370
C -2.745 -7.483 -1.204 -0.267
C -2.503 -7.622 0.289 -1.047
O -0.335 -5.986 -3.720 -0.246
C -0.321 -6.494 -5.051 -0.348
C -1.732 -6.656 -5.590 -0.995
O 0.277 -5.708 -1.559 -0.306
C 0.092 -5.493 -0.174 -0.045
C 0.881 -6.472 0.672 -1.183
H -2.682 -8.462 -1.682 0.315
H -3.761 -7.113 -1.367 0.311
H -1.495 -7.989 0.488 0.179
H -3.214 -8.326 0.728 0.407
H -2.621 -6.664 0.797 0.287
H 0.239 -7.428 -5.103 0.329
H 0.219 -5.772 -5.669 0.344
H -2.393 -7.157 -4.881 0.249
H -1.723 -7.229 -6.520 0.348
H -2.175 -5.678 -5.788 0.287
H -0.965 -5.479 0.082 0.197
H 0.455 -4.482 0.034 0.332
H 0.732 -7.502 0.338 0.295
H 0.591 -6.389 1.721 0.349
H 1.950 -6.262 0.599 0.343
```

Orbital gap, Ha: 0.174
Net charge: -1
Largest force on an atom, eV Å⁻¹: 9.2
E, hartree: -5141.146910

---

[5]
Formula: C20H46AlOP4
Source: OMol25
Level of theory: the ωB97M-V functional and the def2-TZVPD basis

XYZ file:
```
72
Properties=species:S:1:pos:R:3:mulliken_charge:R:1
Al 0.154 0.196 0.983 -0.059
P 0.505 -1.926 -0.166 1.095
P 2.539 0.132 1.914 0.594
P -2.041 0.627 0.192 0.893
H 1.837 2.229 0.230 0.367
C 0.750 2.249 0.425 -0.728
C 0.247 2.275 1.771 -0.268
H 0.967 2.468 2.568 0.372
C 1.179 -1.574 -1.814 -1.205
C 1.641 -3.163 0.539 -1.276
C -0.988 -2.922 -0.459 -1.198
C 3.322 1.549 2.787 -1.528
C 3.252 -1.137 3.005 -1.495
C 3.800 0.009 0.577 -1.507
C -2.801 2.251 0.555 -1.488
C -3.461 -0.449 0.577 -1.453
C -2.082 0.623 -1.627 -1.712
H 0.154 2.646 -0.416 0.443
H -0.683 2.808 1.966 0.465
H 1.339 -2.506 -2.372 0.558
H 2.147 -1.062 -1.734 0.306
H 0.506 -0.945 -2.410 0.160
H 1.627 -4.072 -0.082 0.573
H 1.319 -3.451 1.550 0.323
H 2.678 -2.807 0.587 0.376
H -0.713 -3.847 -0.988 0.618
H -1.725 -2.389 -1.072 0.334
H -1.455 -3.207 0.495 0.296
H 4.393 1.308 2.832 0.538
H 2.936 1.644 3.808 0.387
H 3.185 2.493 2.253 0.450
H 4.336 -1.085 2.841 0.534
H 2.895 -2.142 2.774 0.250
H 3.044 -0.897 4.051 0.515
H 4.760 0.205 1.079 0.621
H 3.634 0.752 -0.212 0.352
H 3.824 -0.993 0.134 0.386
H -3.725 2.322 -0.036 0.529
H -2.140 3.078 0.275 0.435
H -3.057 2.353 1.617 0.363
H -4.309 -0.079 -0.021 0.557
H -3.735 -0.394 1.638 0.460
H -3.266 -1.494 0.306 0.339
H -3.065 1.011 -1.930 0.668
H -1.956 -0.382 -2.046 0.597
H -1.301 1.268 -2.046 0.352
C -0.701 0.368 -5.496 0.532
C -0.199 0.486 -6.823 -0.834
C -0.058 1.758 -7.362 -0.337
C -0.508 2.891 -6.677 -0.540
C -1.220 2.716 -5.504 -0.374
C -1.418 1.438 -4.979 -0.439
O -0.358 -0.596 -4.573 -0.356
H 0.094 -1.379 -4.948 0.307
H 0.111 -0.375 -7.408 0.400
H 0.419 1.903 -8.323 0.388
H -0.304 3.888 -7.048 0.402
H -1.610 3.570 -4.979 0.401
H -2.058 1.311 -4.121 0.473
C 0.449 -1.041 4.776 -1.467
P -0.587 -0.626 3.324 1.013
C -1.590 -2.150 3.228 -1.307
C -1.717 0.583 4.134 -1.290
H 1.146 -1.851 4.551 0.393
H -0.205 -1.367 5.594 0.594
H 1.019 -0.173 5.116 0.401
H -1.971 -2.361 4.241 0.600
H -2.447 -2.025 2.548 0.284
H -0.952 -2.986 2.898 0.361
H -2.119 0.103 5.043 0.542
H -1.129 1.472 4.419 0.376
H -2.552 0.865 3.470 0.286
```

Orbital gap, Ha: 0.101
Net charge: +3
Energy relative to the best compared isomer or geometry (same formula, charge and spin), eV: 0.318
Largest force on an atom, eV Å⁻¹: 5.0
E, hartree: -2471.780771

---

[6]
Formula: C20H46AsN3RuSSi3
Source: OMol25
Level of theory: the ωB97M-V functional and the def2-TZVPD basis

XYZ file:
```
75
Properties=species:S:1:pos:R:3:mulliken_spin:R:1
Ru -0.997 -0.173 0.591 0.877
C 0.171 -1.904 4.945 0.007
C -0.217 -2.070 3.464 0.005
C -1.170 -3.248 3.290 -0.001
C -0.766 -0.739 2.987 0.001
C 0.102 0.293 2.589 0.074
C -0.386 1.592 2.308 -0.023
C -1.725 1.940 2.557 -0.028
C -2.189 3.362 2.482 0.000
C -2.598 0.895 2.881 0.001
C -2.138 -0.414 3.042 0.008
H 0.612 -2.828 5.316 0.000
H -0.710 -1.684 5.552 0.000
H 0.896 -1.100 5.089 0.000
H 0.699 -2.269 2.904 -0.011
H -2.042 -3.166 3.941 -0.001
H -0.656 -4.166 3.571 0.000
H -1.516 -3.364 2.261 -0.001
H 1.167 0.101 2.517 0.009
H 0.312 2.362 2.006 -0.003
H -1.556 3.968 1.834 0.000
H -2.139 3.808 3.479 -0.001
H -3.230 3.443 2.163 0.000
H -3.652 1.102 3.034 -0.001
H -2.848 -1.193 3.295 0.004
N -2.402 0.989 -0.440 -0.026
N -3.478 0.270 -1.027 0.013
C -3.503 -1.060 -0.962 0.022
N -4.502 -1.743 -1.477 0.014
S -2.195 -1.899 -0.191 0.046
H -2.795 1.624 0.262 0.001
H -1.987 1.557 -1.188 0.003
H -4.192 0.805 -1.509 -0.001
H -5.290 -1.314 -1.945 0.000
H -4.514 -2.751 -1.405 0.000
C 0.788 -3.292 -1.726 0.006
Si 0.710 -1.732 -2.729 0.009
C -0.813 -1.543 -3.778 0.001
C 2.201 -1.495 -3.797 0.000
As 0.780 0.126 -1.091 -0.032
Si 0.558 2.315 -2.114 -0.001
C 2.029 2.598 -3.192 -0.003
C 0.432 3.502 -0.686 0.001
C -1.043 2.317 -3.113 0.000
Si 2.944 0.006 0.087 0.015
C 3.070 1.529 1.140 0.002
C 4.287 0.024 -1.190 0.000
C 2.875 -1.617 1.006 0.010
H 0.504 -4.123 -2.381 0.001
H 0.132 -3.324 -0.859 -0.003
H 1.808 -3.479 -1.387 0.000
H -0.788 -2.351 -4.518 0.003
H -0.806 -0.607 -4.337 -0.002
H -1.753 -1.637 -3.239 0.001
H 2.149 -2.265 -4.577 0.000
H 3.137 -1.639 -3.266 0.000
H 2.227 -0.529 -4.302 0.000
H 2.979 2.481 -2.672 0.000
H 1.979 3.632 -3.550 0.000
H 2.022 1.949 -4.068 0.000
H 1.379 3.583 -0.149 0.000
H -0.339 3.235 0.039 -0.001
H 0.186 4.495 -1.076 0.000
H -1.516 1.345 -3.263 0.001
H -0.794 2.686 -4.112 0.001
H -1.779 3.029 -2.720 -0.001
H 3.329 2.389 0.518 0.000
H 3.899 1.377 1.839 0.001
H 2.191 1.788 1.731 0.001
H 4.123 0.703 -2.026 0.000
H 4.504 -0.969 -1.580 0.000
H 5.188 0.366 -0.668 0.000
H 1.876 -2.040 1.100 0.001
H 3.296 -1.508 2.010 0.001
H 3.486 -2.352 0.478 0.000
```

<S²>: 0.766
Orbital gap (alpha / beta), Ha: 0.256 / 0.237
Net charge: +3
Energy relative to the best compared isomer or geometry (same formula, charge and spin), eV: 1.125
Largest force on an atom, eV Å⁻¹: 1.0
E, hartree: -4550.419132
Spin multiplicity: 2